ORCA calculation (wB97M-V/def2-TZVPD) on a structure of composition C54H45BaF3N7SSb in a non-equilibrium geometry.

Computed properties:
Kohn-Sham gap: 7.306 eV
lowest unoccupied orbital energy: 0.21 eV
multiplicity: 1

Positions of all 112 atoms, in Å:
Ba -0.6762 1.1014 -0.6852
Sb 1.4730 -1.1957 1.4262
S -3.8487 2.0262 -0.7149
F -7.6177 0.6071 1.4019
F -6.3403 -0.0818 -0.2437
F -6.8442 2.0917 0.0674
N 0.9143 3.1009 0.8064
N -2.8224 1.4366 1.6627
N -1.9093 -1.3497 0.0735
N -1.3474 -0.9603 -2.7498
N 1.6766 3.8437 0.2084
N -1.9760 1.7277 -3.3084
N 1.3046 -0.6315 -2.1725
C 2.9537 -1.3400 -4.1945
C 1.8661 4.4494 -3.8547
C 2.2622 -2.4184 6.1426
C -3.1781 -2.5394 1.7997
C 6.1708 0.2319 0.6924
C 3.3857 -0.4253 -3.2177
C -0.4424 -2.1050 -2.7863
C -6.5114 0.9840 0.6665
C 4.6085 -1.6459 0.7867
C -5.2115 0.5018 2.7328
C 1.1597 2.8775 -2.0950
C -3.5303 0.9786 -4.8915
C -3.5779 3.2319 -4.1650
C -4.1575 2.2348 -4.9112
C -1.4652 -0.3889 -4.0481
C 0.4458 -5.1895 -1.1532
C -5.2019 1.0347 1.4845
C 2.2585 3.7562 4.2139
C 0.2679 -3.8757 0.8610
C -2.1361 -1.7319 1.3317
C -2.9184 0.9608 2.8942
C -4.0737 0.5098 3.5027
C -4.0876 -2.9011 0.8452
C 3.1349 -2.8913 5.1838
C 0.1729 2.4627 2.9925
C 2.1033 3.8573 2.8381
C 1.7157 -1.9177 -4.1128
C 1.0805 3.1708 2.2430
C -0.1653 -4.9273 0.0518
C -2.6643 -1.3349 -2.2968
C 0.4069 2.2782 4.3376
C 1.4874 -4.3589 -1.5481
C -3.8571 -2.5711 -0.4571
C 1.7482 3.8491 -1.2437
C 1.0880 -1.7719 5.6818
C -2.7783 -1.8285 -0.8508
C 0.8615 -1.4251 4.3702
C 1.4492 2.9476 4.9594
C 1.2109 3.2963 -3.4314
C 2.5453 -0.1007 -2.2187
C -3.9523 1.4383 0.9440
C 2.6103 4.8671 -1.6686
C 1.3203 -3.0598 0.4504
C 0.9243 -1.5647 -3.0244
C 3.5082 -0.7601 1.0492
C 2.6576 5.1559 -3.0341
C -2.4103 0.7809 -4.1374
C 3.8293 0.5710 1.2517
C 5.8713 -1.1300 0.5911
C 1.9127 -3.3053 -0.7680
C 1.7402 -1.8975 3.4091
C 2.8752 -2.6290 3.8064
C 5.1354 1.0697 1.0138
C -2.5228 2.9321 -3.3140
H -1.5113 -1.2813 2.1668
H -5.0380 2.3870 -5.6054
H 2.4643 -2.4866 7.2049
H -0.9664 -5.5375 0.5075
H 2.7577 -2.7071 -1.0791
H -4.6324 -2.8123 -1.1736
H -0.0360 -5.9125 -1.8192
H -0.6876 -2.8290 -3.5696
H 0.5144 -1.3681 6.5272
H 1.7633 4.7986 -4.9185
H -0.0202 -0.8726 4.1466
H 5.3303 2.1271 1.1930
H -4.1453 0.2040 4.5661
H -0.4872 -2.5369 -1.7895
H 4.4348 -2.6761 0.6804
H -0.2247 1.6424 4.9484
H 1.9472 -4.5320 -2.5136
H -3.2460 -2.6739 2.8860
H 0.6666 2.6650 -4.1238
H 6.7058 -1.7853 0.4804
H 3.5794 -2.9728 3.0656
H -3.4818 -0.5471 -2.2747
H 3.5454 -1.4836 -5.0870
H -5.0503 -3.4270 0.9993
H -0.6167 1.9739 2.5049
H -2.1299 3.6823 -2.6148
H 7.2096 0.4647 0.6578
H 3.2167 6.0867 -3.3817
H -1.6880 -1.1062 -4.7734
H -3.1898 -2.0907 -2.9145
H 4.1411 -3.3453 5.4058
H 1.4294 -2.6067 -4.8287
H 2.9991 5.4870 -0.8324
H -0.3931 -3.6917 1.7226
H -4.0448 0.3180 -5.6578
H 2.9885 1.2588 1.4828
H 2.6616 0.8287 -1.4670
H -0.5029 0.0407 -4.3056
H -6.1538 0.1442 3.1715
H -3.8110 4.2726 -4.2867
H 4.3503 0.0635 -3.3339
H 1.6518 2.7804 5.9757
H 2.7755 4.4973 2.2893
H -1.9906 1.1258 3.5138
H 3.0027 4.3239 4.7774

Mulliken atomic charge list, values in e, 99 entries:
1 Ba 0.230
2 Sb 1.010
3 S -0.375
4 F -0.329
5 F -0.197
6 F -0.203
7 N 0.969
8 N 0.125
9 N 2.341
10 N 1.411
11 N -0.685
12 N 0.650
13 N 2.226
14 C -0.794
15 C -0.701
16 C -0.586
17 C -0.829
18 C -0.810
19 C -0.965
20 C 1.157
21 C 0.572
22 C -0.799
23 C -0.332
24 C 1.125
25 C -0.766
26 C -0.620
27 C -0.456
28 C -0.678
29 C -0.778
30 C -0.273
31 C -0.672
32 C -0.752
33 C -0.199
34 C 0.269
35 C -1.024
36 C -0.998
37 C -0.614
38 C 0.839
39 C -0.235
40 C -1.299
41 C -0.865
42 C -0.622
43 C -0.901
44 C -0.158
45 C -0.527
46 C -1.099
47 C 0.021
48 C -0.805
49 C 0.413
50 C -0.316
51 C -0.918
52 C -0.908
53 C -0.373
54 C 0.369
55 C -0.507
56 C 0.919
57 C -0.378
58 C 1.128
59 C -0.542
60 C -0.327
61 C -0.639
62 C -0.699
63 C -0.432
64 C 0.484
65 C -0.158
66 C -0.423
67 C -0.484
68 H -0.744
69 H 0.352
70 H 0.400
71 H 0.377
72 H 0.236
73 H 0.506
74 H 0.359
75 H 0.171
76 H 0.280
77 H 0.311
78 H 0.357
79 H 0.445
80 H 0.370
81 H -1.264
82 H 0.439
83 H 0.346
84 H 0.430
85 H 0.518
86 H 0.250
87 H 0.443
88 H 0.296
89 H 0.329
90 H 0.448
91 H 0.369
92 H 0.072
93 H 0.393
94 H 0.457
95 H 0.247
96 H 0.579
97 H 0.279
98 H 0.316
99 H 0.771

ORCA calculation (wB97M-V/def2-TZVPD) on a structure of composition C54H46ClFeN4O7P3S3 in a non-equilibrium geometry.

Computed properties:
total charge: +1
Kohn-Sham gap (alpha / beta): 6.867 / 6.886 eV
lowest unoccupied orbital energy (alpha / beta): -3.00 / -3.16 eV
multiplicity: 6

Positions of all 119 atoms, in Å:
Fe -16.5299 -3.6516 17.1217
Cl -18.6612 -1.0048 16.6441
S -16.5700 -6.7399 15.8630
S -19.2301 -7.5166 16.4582
S -19.6994 -4.7625 17.4236
P -15.5963 -1.1536 16.3803
P -14.4813 -3.3342 19.5870
P -12.9311 -3.7798 17.0802
O -12.7802 -5.3822 17.5016
O -14.3101 -2.5929 20.8510
O -11.6404 -3.3467 16.5182
O -13.2605 -3.0895 18.5342
O -14.2198 -3.7559 16.2794
O -15.7988 -3.0697 18.8362
O -14.3252 -4.9032 19.7972
N -19.6709 -6.4109 17.5471
N -17.9673 -7.4633 15.4806
N -16.5044 -5.2404 16.1580
N -18.3515 -4.0375 17.3869
C -15.4452 -7.9379 19.5669
C -18.5691 -11.6198 18.2972
C -18.9963 -9.0676 17.3001
C -16.8860 -0.1723 14.0360
C -22.9111 -8.6831 15.4206
C -18.4045 1.1731 18.2104
C -14.0300 -7.7041 12.1778
C -22.1817 -4.5873 16.1185
C -22.1990 -3.7656 21.0770
C -22.8462 -8.6686 14.0473
C -14.6921 -6.1595 13.8838
C -21.0775 -3.6595 13.7322
C -15.6559 -2.0647 12.4405
C -17.7501 0.2493 17.3727
C -16.3616 0.3228 17.0661
C -21.7995 -8.2324 16.1285
C -14.7676 -9.1467 19.2891
C -22.1175 -2.8798 20.0198
C -14.6316 -9.5957 18.0043
C -22.4472 -3.8370 13.8322
C -15.9046 -7.6701 17.1972
C -19.0155 -9.2775 18.6754
C -15.6402 -7.0895 14.3777
C -12.0756 0.2146 17.8613
C -16.0304 -1.1339 14.6439
C -20.5864 -7.8356 14.0637
C -21.6709 -5.0432 20.9894
C -16.4015 -1.0450 11.8561
C -16.0002 -7.2046 18.5071
C -17.7065 2.3210 18.5855
C -16.4279 2.5174 18.1190
C -15.2098 -8.8643 16.9433
C -17.0526 -0.1329 12.6493
C -18.7698 -10.5705 19.1747
C -13.0508 -0.4267 15.3343
C -21.7042 -8.3126 13.3538
C -20.6380 -7.8244 15.4428
C -13.8518 -6.5033 12.8482
C -13.3475 -0.3185 17.7182
C -20.8085 -4.3288 16.0617
C -22.9961 -4.2886 15.0246
C -18.6983 -10.1188 16.4390
C -20.8619 -5.4008 19.9102
C -11.2825 0.4049 16.7544
C -15.8723 -8.2542 13.6448
C -20.6322 -4.4566 18.8873
C -21.2766 -3.2322 18.9406
C -11.7647 0.0694 15.4915
C -20.2591 -3.8212 14.8705
C -15.4995 -2.1156 13.8254
C -14.9926 -8.5981 12.5611
C -18.5004 -11.4279 16.9316
C -13.8531 -0.6700 16.4676
C -15.7692 1.5569 17.3537
H -16.7348 -8.8851 13.8985
H -19.1822 -3.6230 14.7529
H -21.1029 -2.5250 18.1376
H -14.0086 -10.4400 17.7451
H -24.0594 -4.4305 15.1622
H -22.6513 -4.9302 17.0199
H -13.3772 -7.9353 11.3640
H -11.8293 -5.5741 17.6226
H -14.2747 -9.6404 20.1043
H -17.6587 0.6340 12.1858
H -22.6550 -3.4708 22.0193
H -14.6027 -5.2014 14.3619
H -18.2602 -12.1917 16.2213
H -15.1898 -2.8258 11.8351
H -11.7174 0.4335 18.8577
H -10.3163 0.8900 16.8632
H -17.4617 0.5349 14.6255
H -13.7999 -5.3422 19.1005
H -19.3040 -8.4926 19.3658
H -15.8900 3.3962 18.3907
H -13.4252 -0.6114 14.3091
H -18.7098 -10.7372 20.2114
H -23.0946 -3.5626 13.0064
H -23.7168 -8.8993 13.4640
H -14.8900 -2.8877 14.3002
H -18.1998 3.0672 19.1787
H -16.5069 -1.0218 10.7766
H -18.6716 -9.9662 15.3607
H -22.6530 -1.9339 20.0383
H -13.0698 -5.8068 12.5966
H -23.8141 -9.0061 15.8728
H -16.4793 -6.2401 18.7333
H -18.4131 -12.6059 18.7090
H -21.8515 -8.1829 17.2069
H -19.6890 -7.5444 13.5431
H -14.7545 1.7453 17.0116
H -11.1187 0.2209 14.6362
H -21.6387 -8.3895 12.2856
H -13.9233 -0.4792 18.6262
H -19.4332 0.9929 18.4695
H -20.6669 -3.3172 12.8045
H -15.0922 -9.5324 12.0484
H -20.3438 -6.3834 19.9544
H -15.4205 -7.4842 20.5399
H -21.7931 -5.7566 21.7718
H -15.0879 -9.2276 15.9230

Mulliken atomic charge list, values in e, 99 entries:
1 Fe 1.859
2 Cl 0.037
3 S 0.953
4 S 0.578
5 S 0.721
6 P 0.266
7 P 0.426
8 P 0.963
9 O -0.482
10 O -0.828
11 O -0.811
12 O -0.539
13 O 0.128
14 O -0.465
15 O -0.485
16 N 0.315
17 N 0.269
18 N 0.149
19 N 0.408
20 C -0.844
21 C -0.520
22 C 0.533
23 C -0.852
24 C -0.982
25 C -0.735
26 C -0.579
27 C -0.553
28 C -0.428
29 C -0.469
30 C -0.286
31 C -0.927
32 C -0.749
33 C 0.421
34 C 0.260
35 C -0.623
36 C -0.834
37 C -0.960
38 C -0.928
39 C -0.652
40 C 0.800
41 C 0.155
42 C -0.013
43 C -0.920
44 C 0.979
45 C -0.094
46 C -0.836
47 C -0.725
48 C 0.039
49 C -0.641
50 C -0.797
51 C -0.398
52 C -0.848
53 C -0.905
54 C -0.490
55 C -0.855
56 C 0.618
57 C -0.833
58 C -0.262
59 C 0.265
60 C -0.885
61 C -0.894
62 C 0.088
63 C -0.678
64 C -0.431
65 C -0.061
66 C -0.242
67 C -0.611
68 C -0.081
69 C -0.528
70 C -0.779
71 C -0.766
72 C 0.820
73 C -0.621
74 H 0.220
75 H 0.307
76 H 0.526
77 H 0.513
78 H 0.476
79 H 0.566
80 H 0.416
81 H 0.242
82 H 0.490
83 H 0.451
84 H 0.410
85 H 0.327
86 H 0.502
87 H 0.524
88 H 0.462
89 H 0.371
90 H 0.328
91 H 0.459
92 H 0.241
93 H 0.451
94 H 0.298
95 H 0.595
96 H 0.450
97 H 0.429
98 H 0.515
99 H 0.407

In kJ/mol, the energy relative to the best compared isomer or geometry (same formula, charge and spin) values for the records above are, in order, 187.8; 0.0.